P.
Computed, not measured: a 2-piece molecular cluster, CH7N3 overall, with ωB97M-V with the def2-TZVPD basis set.

Multiplicity ... 1
SMILES ... [H]/N=C/N.N
LUMO level ... 0.98 eV
Gap between HOMO and LUMO ... 10.36 eV

Cartesian coordinates (Å):
H1 -0.383 -1.735 0.787
N1 -0.255 -0.814 0.206
C1 -1.461 -0.410 -0.159
N2 -1.649 0.924 -0.491
H2 -2.290 -1.106 -0.319
H3 -2.410 1.241 -1.106
H4 -0.722 1.289 -0.791
N3 2.775 0.302 0.337
H5 2.017 0.353 0.961
H6 3.598 0.166 1.043
H7 2.856 -0.630 0.017

---

Q.
Computed, not measured: a 2-piece molecular cluster, CH7N3 overall, with ωB97M-V with the def2-TZVPD basis set.

Multiplicity ... 1
SMILES ... [H]/N=C/N.N
LUMO level ... 0.96 eV
Gap between HOMO and LUMO ... 10.05 eV

Cartesian coordinates (Å):
H1 0.385 1.987 -1.015
N1 0.117 1.022 -0.835
C1 1.231 0.400 -0.695
N2 1.303 -0.747 0.040
H2 2.177 0.895 -0.916
H3 2.138 -1.288 0.182
H4 0.643 -0.833 0.791
N3 -2.320 -0.518 1.044
H5 -2.011 -1.295 1.609
H6 -1.679 -0.112 0.387
H7 -2.881 0.196 1.456

---

The most stable of them is Q.

---

P.
Computed, not measured: a 2-piece molecular cluster, C5H10ClN overall, with ωB97M-V with the def2-TZVPD basis set.

Multiplicity ... 1
LUMO level (spin up / spin down) ... -0.23 / 0.45 eV
Gap between HOMO and LUMO (spin up / spin down) ... 7.64 / 8.61 eV

Cartesian coordinates (Å):
C1 -1.462 -0.828 -0.217
C2 0.754 0.413 0.347
C3 -0.863 -2.210 -0.574
C4 0.636 1.427 1.473
C5 1.378 0.923 -0.899
N1 -2.732 -0.694 -0.378
Cl1 -3.540 0.725 -0.140
H1 1.039 -0.588 0.638
H2 -0.430 -2.151 -1.557
H3 -1.743 -2.881 -0.542
H4 -0.035 -2.615 0.032
H5 0.498 1.158 2.507
H6 -0.011 2.182 1.189
H7 1.612 1.830 1.596
H8 2.469 1.088 -0.668
H9 1.070 1.965 -1.018
H10 1.360 0.257 -1.790

---

Q.
Computed, not measured: C5H10ClN as an isolated structure, with ωB97M-V with the def2-TZVPD basis set.

Multiplicity ... 1
LUMO level ... 1.04 eV
Gap between HOMO and LUMO ... 9.77 eV

Cartesian coordinates (Å):
C1 -0.740 1.071 -0.701
C2 0.515 0.475 -0.070
C3 -1.582 -0.097 -0.580
C4 1.088 1.184 1.113
C5 0.476 -2.008 0.003
N1 -0.177 -0.743 0.454
Cl1 -2.966 0.033 0.355
H1 -1.121 1.974 -0.261
H2 -0.610 1.498 -1.743
H3 1.216 0.117 -0.825
H4 -1.766 -0.762 -1.415
H5 2.118 0.865 1.353
H6 0.484 0.941 1.867
H7 1.233 2.326 0.958
H8 -0.254 -2.774 -0.488
H9 1.117 -1.800 -0.938
H10 0.966 -2.302 0.918

---

The most stable of them is Q.

---

P.
Computed, not measured: the molecule C5H6O3, with ωB97M-V with the def2-TZVPD basis set.

Multiplicity ... 1
SMILES ... OCc1occc1O
LUMO level ... 0.52 eV
Gap between HOMO and LUMO ... 8.94 eV

Cartesian coordinates (Å):
O1 0.429 0.250 -2.460
C1 -0.351 -0.576 -1.712
C2 -0.497 -0.129 -0.325
O2 -1.172 1.055 0.102
C3 -0.706 1.447 1.338
C4 0.166 0.441 1.752
C5 0.295 -0.480 0.719
O3 0.891 -1.641 0.587
H1 0.065 1.122 -1.942
H2 -1.410 -0.977 -2.196
H3 0.344 -1.495 -1.718
H4 -0.502 2.553 1.712
H5 1.117 0.411 2.635
H6 1.332 -1.980 1.508

---

Q.
Computed, not measured: a 2-piece molecular cluster, C5H6O3 overall, with ωB97M-V with the def2-TZVPD basis set.

Multiplicity ... 1
SMILES ... C=C1CO1.O=C1CO1
LUMO level ... 0.93 eV
Gap between HOMO and LUMO ... 10.45 eV

Cartesian coordinates (Å):
C1 0.660 -1.942 1.439
C2 0.342 -1.454 0.257
C3 -0.065 -1.581 -1.123
O1 0.255 -0.376 -0.511
H1 0.823 -3.057 1.430
H2 1.255 -1.372 2.096
H3 0.651 -1.925 -1.784
H4 -1.120 -1.805 -1.451
O2 -1.615 1.590 -1.457
C4 -0.991 1.852 -0.492
C5 0.059 2.606 0.192
O3 -0.894 1.629 0.780
H5 1.045 2.329 0.110
H6 -0.405 3.506 0.515

---

The most stable of them is P.

---

P.
Computed, not measured: C5H6O3 as an isolated structure, with ωB97M-V with the def2-TZVPD basis set.

Multiplicity ... 1
LUMO level ... -2.19 eV
Gap between HOMO and LUMO ... 6.17 eV

Cartesian coordinates (Å):
C1 -1.405 -1.223 -0.208
C2 0.055 -0.686 -0.245
C3 2.306 -0.302 0.156
C4 1.648 0.947 -0.123
C5 0.304 0.669 -0.152
H1 -2.270 0.638 -0.728
H2 -1.570 -2.174 0.577
H3 -1.547 -1.469 -1.282
H4 3.302 -0.816 0.370
H5 1.894 2.072 0.143
H6 -1.255 1.763 1.530
O1 -2.225 -0.046 0.307
O2 1.280 -1.245 -0.057
O3 -0.517 1.871 -0.287

---

Q.
Computed, not measured: C5H6O3 as an isolated structure, with ωB97M-V with the def2-TZVPD basis set.

Multiplicity ... 1
LUMO level ... -1.10 eV
Gap between HOMO and LUMO ... 7.83 eV

Cartesian coordinates (Å):
C1 -1.344 0.839 -0.556
C2 1.818 0.437 -0.150
C3 -0.295 -0.197 -0.349
C4 0.816 0.191 1.286
C5 -0.490 -1.533 -0.323
O1 1.059 0.302 -1.179
O2 2.988 0.416 0.065
O3 0.330 1.126 1.893
H1 1.165 -0.740 1.770
H2 -0.931 1.847 -0.583
H3 -1.908 0.648 -1.471
H4 -2.038 0.829 0.289
H5 -1.498 -1.927 -0.358
H6 0.329 -2.240 -0.334

---

The most stable of them is Q.